ORCA calculation (the ωB97M-V functional and the def2-TZVPD basis) on C34H56N3O2P2Sn as an isolated structure.

For the strongest force on any atom, the calculation gives 2.5 eV/A. For the LUMO energy, the calculation gives -2.33 eV. Its net charge is +1. As for the HOMO energy: -0.342 hartree. The calculation puts the energy above the lowest of the compared OMol25 structures with the same formula, charge and spin at 0.0 kcal per mole.

Cartesian coordinates (Å):
Sn (-0.275, 0.340, 0.107)
C (-3.506, -0.617, -0.167)
C (-3.733, 0.938, -0.358)
C (-4.968, 1.471, 0.394)
P (-2.231, 1.941, 0.279)
C (-2.222, 3.541, -0.711)
C (-1.110, 4.517, -0.370)
C (-2.279, 3.288, -2.221)
C (-2.202, 2.350, 1.978)
C (-3.089, 3.312, 2.456)
C (-3.168, 3.543, 3.861)
C (-2.289, 2.886, 4.723)
C (-1.350, 1.976, 4.239)
C (-1.314, 1.629, 2.861)
N (-0.526, 0.621, 2.390)
C (0.432, 0.003, 3.242)
C (0.113, -0.871, 4.295)
C (1.108, -1.458, 5.053)
C (2.417, -1.417, 4.580)
C (2.784, -0.599, 3.502)
C (1.792, 0.157, 2.854)
P (2.115, 0.964, 1.306)
C (3.460, 0.146, 0.342)
C (3.167, -1.392, 0.287)
C (4.947, 0.391, 0.769)
C (2.383, 2.758, 1.376)
C (2.561, 3.334, -0.057)
C (3.513, 3.121, 2.352)
H (-4.319, -1.121, -0.710)
H (-2.585, -1.009, -0.574)
H (-3.555, -0.795, 0.917)
H (-3.884, 1.151, -1.442)
H (-5.065, 1.070, 1.442)
H (-4.946, 2.590, 0.428)
H (-5.885, 1.180, -0.205)
H (-3.143, 3.990, -0.436)
H (-0.299, 4.450, -1.125)
H (-1.451, 5.589, -0.438)
H (-0.647, 4.225, 0.580)
H (-1.670, 2.421, -2.553)
H (-3.265, 3.149, -2.670)
H (-1.762, 4.069, -2.831)
H (-3.727, 3.849, 1.748)
H (-3.966, 4.245, 4.174)
H (-2.274, 3.108, 5.828)
H (-0.761, 1.395, 4.969)
H (-0.929, -0.860, 4.586)
H (0.918, -1.946, 5.995)
H (3.175, -2.011, 5.121)
H (3.816, -0.561, 3.072)
H (3.330, 0.486, -0.720)
H (3.520, -1.763, -0.691)
H (3.658, -1.948, 1.142)
H (2.078, -1.598, 0.407)
H (5.174, 1.499, 0.732)
H (5.258, -0.100, 1.698)
H (5.546, -0.091, -0.038)
H (1.424, 3.044, 1.804)
H (3.301, 2.870, -0.676)
H (1.692, 3.174, -0.656)
H (2.895, 4.393, -0.040)
H (3.852, 2.187, 2.888)
H (4.331, 3.610, 1.801)
H (3.126, 3.795, 3.150)
C (-0.485, -7.386, 0.783)
C (-0.316, -6.015, 1.464)
C (-0.765, -5.084, 0.323)
O (-0.736, -5.766, -0.922)
C (-0.148, -7.065, -0.664)
H (-1.544, -7.658, 0.764)
H (0.210, -8.202, 1.149)
H (0.732, -5.877, 1.662)
H (-0.838, -5.816, 2.448)
H (-0.105, -4.209, 0.232)
H (-1.799, -4.714, 0.496)
H (0.895, -6.970, -0.809)
H (-0.631, -7.775, -1.399)
C (0.243, -2.397, -2.433)
N (0.224, -1.477, -3.525)
C (0.032, -2.118, -4.826)
C (-0.599, -1.120, -5.809)
C (0.249, 0.150, -5.822)
N (0.462, 0.678, -4.476)
C (1.050, 2.015, -4.421)
C (0.477, -0.144, -3.355)
O (0.656, 0.382, -2.212)
H (1.094, -3.184, -2.485)
H (-0.714, -2.992, -2.504)
H (0.377, -1.867, -1.472)
H (-0.656, -2.864, -4.569)
H (0.986, -2.542, -5.187)
H (-1.624, -0.912, -5.597)
H (-0.598, -1.524, -6.790)
H (-0.274, 0.812, -6.499)
H (1.193, -0.104, -6.368)
H (2.041, 2.011, -3.988)
H (0.410, 2.713, -3.783)
H (1.014, 2.414, -5.445)



ORCA calculation (the ωB97M-V functional and the def2-TZVPD basis) on an isolated ion of composition C7H13O4S and charge -1.

For the strongest force on any atom, the calculation gives 4.1 eV/A. For the LUMO energy, the calculation gives 3.49 eV. Its net charge is -1. Its SMILES is CC1(C)C[C@H]1[C@@](C)(O)S(=O)(=O)[O-]. As for the HOMO energy: -0.189 hartree.

Cartesian coordinates (Å):
C (1.847, 0.698, -0.079)
C (0.550, 0.243, 0.478)
C (1.355, -0.654, -0.398)
C (0.740, -0.812, -1.747)
C (1.921, -1.819, 0.461)
C (-1.321, 2.023, 1.191)
C (-1.045, 0.958, 0.117)
O (-2.260, -1.107, -1.042)
O (-1.767, -1.209, 1.461)
O (-3.521, 0.135, 0.614)
O (-1.174, 1.481, -1.165)
S (-2.219, -0.461, 0.287)
H (1.727, 1.295, -0.889)
H (2.701, 0.960, 0.528)
H (0.415, -0.055, 1.556)
H (-0.080, -1.488, -1.779)
H (1.507, -1.318, -2.344)
H (0.399, 0.149, -2.120)
H (2.641, -2.440, -0.084)
H (1.085, -2.413, 0.643)
H (2.303, -1.514, 1.487)
H (-0.702, 2.888, 1.078)
H (-1.080, 1.474, 2.254)
H (-2.389, 2.247, 1.153)
H (-1.636, 0.740, -1.662)



ORCA calculation (the ωB97M-V functional and the def2-TZVPD basis) on a 13-piece molecular cluster, C38H58N2O44S9 overall.

For the strongest force on any atom, the calculation gives 5.9 eV/A. For the LUMO energy, the calculation gives -0.82 eV. As for the HOMO energy: -0.365 hartree.

Cartesian coordinates (Å):
C (4.288, 0.666, -4.285)
C (4.087, 1.461, -5.532)
O (3.775, 0.572, -6.608)
S (3.215, -0.853, -6.022)
O (3.763, -1.957, -6.814)
O (1.808, -0.675, -5.673)
O (4.225, -0.688, -4.649)
H (3.399, 0.803, -3.670)
H (5.138, 1.043, -3.716)
H (4.986, 2.005, -5.820)
H (3.257, 2.160, -5.429)
C (5.397, 3.905, 1.566)
C (5.579, 5.147, 0.801)
O (5.646, 4.727, -0.479)
S (4.680, 3.368, -0.813)
O (5.403, 2.499, -1.692)
O (3.317, 3.814, -1.205)
O (4.725, 2.926, 0.785)
H (4.866, 4.029, 2.510)
H (6.412, 3.587, 1.808)
H (6.455, 5.779, 0.946)
H (4.631, 5.685, 0.805)
C (1.916, -6.036, 0.503)
C (0.851, -6.509, 1.447)
O (-0.141, -5.563, 1.338)
S (0.505, -4.070, 1.320)
O (0.632, -3.730, 2.727)
O (-0.389, -3.252, 0.498)
O (1.931, -4.691, 0.603)
H (1.734, -6.329, -0.531)
H (2.870, -6.457, 0.820)
H (1.192, -6.575, 2.480)
H (0.382, -7.483, 1.309)
C (-3.249, -5.050, 0.180)
C (-2.954, -4.698, -1.253)
O (-3.523, -3.447, -1.540)
S (-4.151, -2.742, -0.222)
O (-5.585, -2.821, -0.276)
O (-3.564, -1.429, -0.037)
O (-3.444, -3.879, 0.839)
H (-2.458, -5.532, 0.754)
H (-4.195, -5.583, 0.277)
H (-3.262, -5.375, -2.050)
H (-1.921, -4.378, -1.392)
C (1.143, -1.287, 5.912)
C (0.737, 0.149, 5.973)
O (1.684, 0.843, 6.775)
S (2.169, -0.148, 7.988)
O (1.561, 0.071, 9.334)
O (3.627, -0.135, 8.015)
O (1.605, -1.485, 7.160)
H (1.975, -1.390, 5.214)
H (0.419, -2.076, 5.713)
H (-0.215, 0.252, 6.492)
H (0.621, 0.578, 4.978)
C (-0.187, -2.926, -4.801)
C (-1.194, -3.424, -3.765)
O (-1.252, -4.785, -3.990)
S (-1.240, -5.130, -5.665)
O (-2.545, -4.962, -6.361)
O (-0.547, -6.442, -5.925)
O (-0.257, -3.839, -5.899)
H (0.828, -3.021, -4.416)
H (-0.359, -1.913, -5.162)
H (-2.183, -3.031, -4.000)
H (-0.793, -3.213, -2.773)
C (-6.076, 2.523, 3.937)
C (-5.290, 3.744, 4.406)
O (-4.316, 4.109, 3.491)
S (-3.819, 2.728, 2.630)
O (-2.855, 1.926, 3.407)
O (-3.579, 2.977, 1.179)
O (-5.358, 2.061, 2.812)
H (-7.026, 2.867, 3.530)
H (-6.183, 1.753, 4.701)
H (-4.664, 3.543, 5.276)
H (-5.826, 4.629, 4.749)
C (-1.592, -4.876, 4.804)
C (-2.005, -4.008, 6.030)
O (-2.880, -2.991, 5.579)
S (-2.852, -2.833, 3.947)
O (-1.696, -1.941, 3.585)
O (-4.214, -2.510, 3.468)
O (-2.444, -4.433, 3.737)
H (-1.748, -5.925, 5.056)
H (-0.599, -4.805, 4.362)
H (-1.053, -3.585, 6.348)
H (-2.401, -4.584, 6.867)
C (1.920, 3.376, 4.016)
C (0.564, 4.069, 4.475)
O (0.910, 4.660, 5.672)
S (2.521, 4.518, 6.192)
O (2.648, 4.036, 7.555)
O (3.324, 5.671, 5.763)
O (2.836, 3.245, 5.149)
H (2.399, 4.005, 3.266)
H (1.760, 2.370, 3.626)
H (-0.286, 3.388, 4.525)
H (0.287, 4.954, 3.902)
C (-0.161, 1.115, 1.455)
C (0.460, 2.200, 0.812)
C (0.596, 2.174, -0.543)
C (0.089, 1.070, -1.282)
C (-0.592, 0.028, -0.637)
C (-0.697, 0.066, 0.721)
N (0.235, 1.053, -2.753)
O (0.895, 1.868, -3.261)
O (-0.229, 0.095, -3.372)
H (-0.426, 1.032, 2.498)
H (0.780, 3.100, 1.315)
H (1.044, 3.052, -0.987)
H (-1.107, -0.751, -1.180)
H (-1.146, -0.779, 1.223)
C (-3.416, 1.015, -2.472)
C (-3.377, 2.356, -2.201)
C (-3.848, 3.285, -3.079)
C (-4.378, 2.899, -4.303)
C (-4.429, 1.532, -4.571)
C (-3.979, 0.630, -3.667)
N (-4.928, 3.903, -5.285)
O (-5.366, 3.486, -6.348)
O (-5.023, 5.061, -4.935)
H (-3.162, 0.402, -1.619)
H (-2.989, 2.552, -1.213)
H (-3.863, 4.324, -2.782)
H (-4.848, 1.126, -5.479)
H (-3.943, -0.431, -3.862)
O (2.598, -1.128, 2.756)
C (3.289, -1.389, 1.741)
O (4.155, -2.455, 1.550)
C (4.620, -2.461, 0.202)
C (3.703, -1.471, -0.503)
C (3.335, -0.453, 0.570)
H (4.639, -3.435, -0.287)
H (5.602, -1.991, 0.142)
H (2.949, -2.083, -0.998)
H (4.309, -1.047, -1.304)
H (2.383, 0.052, 0.406)
H (4.079, 0.343, 0.593)
O (0.719, 5.563, -5.628)
C (0.207, 4.484, -5.858)
O (0.789, 3.511, -6.664)
C (0.119, 2.273, -6.511)
C (-1.209, 2.585, -5.917)
C (-1.016, 3.864, -5.143)
H (0.605, 1.538, -5.870)
H (-0.108, 1.778, -7.455)
H (-1.616, 1.732, -5.373)
H (-1.995, 2.619, -6.672)
H (-0.761, 3.808, -4.085)
H (-1.818, 4.579, -5.328)



ORCA calculation (the ωB97M-V functional and the def2-TZVPD basis) on a 2-piece molecular cluster, C3H3BrO overall.

For the strongest force on any atom, the calculation gives 4.6 eV/A. For the LUMO energy (spin up / spin down), the calculation gives -0.65 / -0.65 eV. As for the HOMO energy (spin up / spin down): -0.348 / -0.348 hartree. The calculation puts the energy above the lowest of the compared OMol25 structures with the same formula, charge and spin at 65.8 kcal per mole.

Cartesian coordinates (Å):
C (-1.178, -0.785, 0.058)
C (-0.800, 0.473, 0.005)
C (1.476, 0.854, 0.080)
O (2.041, 1.853, 0.230)
Br (2.282, -0.866, -0.309)
H (-2.033, -1.333, -0.169)
H (-0.301, -1.473, 0.241)
H (-1.488, 1.276, -0.137)



ORCA calculation (the ωB97M-V functional and the def2-TZVPD basis) on C10H10ClNO3 as an isolated structure.

For the strongest force on any atom, the calculation gives 4.5 eV/A. For the LUMO energy, the calculation gives -0.95 eV. As for the HOMO energy: -0.345 hartree. The calculation puts the energy above the lowest of the compared OMol25 structures with the same formula, charge and spin at 84.0 kcal per mole.

Cartesian coordinates (Å):
C (1.109, -1.989, 1.268)
C (0.071, -1.193, 1.494)
C (1.595, -2.081, -0.309)
C (-1.661, 0.895, -0.542)
C (1.840, 1.806, 0.699)
C (1.256, 2.594, -0.457)
C (0.335, 2.005, 0.566)
C (-0.571, -0.428, 0.508)
C (-1.858, -0.608, -0.276)
C (-1.939, -1.498, -1.546)
N (-0.556, 0.898, 0.286)
O (2.385, -2.900, -0.717)
O (-2.155, 1.814, -1.140)
O (1.021, -1.129, -0.959)
Cl (-3.289, -0.941, 0.797)
H (1.758, -2.642, 1.855)
H (-0.216, -1.145, 2.453)
H (1.996, 0.738, 0.534)
H (2.312, 2.252, 1.501)
H (1.316, 3.743, -0.495)
H (1.271, 2.179, -1.381)
H (-0.047, 2.674, 1.318)
H (-1.725, -0.946, -2.340)
H (-2.963, -1.810, -1.738)
H (-1.285, -2.287, -1.379)



ORCA calculation (the ωB97M-V functional and the def2-TZVPD basis) on the molecule C8H11N.

For the strongest force on any atom, the calculation gives 5.8 eV/A. For the LUMO energy, the calculation gives 1.05 eV. Its SMILES is C1=C[C@@H]2[C@@H]3NCC[C@]23C1. As for the HOMO energy: -0.272 hartree. The calculation puts the energy above the lowest of the compared OMol25 structures with the same formula, charge and spin at 108.2 kcal per mole.

Cartesian coordinates (Å):
C (-1.890, 0.285, -0.484)
C (-1.348, 0.418, 0.960)
C (0.190, 0.071, 0.798)
C (0.755, 1.140, -0.034)
C (2.138, 0.735, -0.465)
C (2.292, -0.623, -0.215)
C (1.190, -0.989, 0.604)
C (-0.229, -1.151, 0.005)
H (-1.835, 1.236, -1.223)
H (-2.826, -0.140, -0.407)
H (-1.332, 1.443, 1.249)
H (-1.976, -0.219, 1.580)
H (0.240, 1.232, -1.008)
H (0.594, 2.148, 0.522)
H (2.898, 1.506, -0.795)
H (3.030, -1.226, -0.613)
H (1.269, -1.754, 1.427)
H (-0.667, -1.957, 0.784)
H (-1.458, -1.424, -1.593)
N (-1.035, -0.728, -1.091)